{"formula": "C2H2ClNO", "method": "ωB97M-V with the def2-TZVPD basis set", "species": ["C", "C", "N", "O", "Cl", "H", "H"], "positions_angstrom": [[2.3212, -0.3295, -0.3440], [-1.1509, 0.4360, -0.2593], [-1.3399, -0.5893, 0.3622], [2.2969, -0.6916, 0.7254], [0.2692, 1.4209, -0.3493], [-1.8273, 0.7148, -1.0815], [-0.5692, -0.9614, 0.9465]], "forces_ev_per_angstrom": [[0.60, -0.57, 0.23], [-0.28, 1.19, -2.64], [0.22, -2.58, 1.84], [0.03, 0.01, -0.22], [0.08, 0.98, 0.29], [-0.08, 0.29, 0.71], [-0.56, 0.69, -0.21]], "mulliken_charge": [0.1172, 0.0196, -0.4416, -0.1537, -0.1486, 0.3151, 0.2920], "fmax_ev_per_a": 3.175, "multiplicity": 1, "orbital_gap_ev": 11.82, "e_above_lowest_ev": 0.131, "total_energy_ha": -667.560396, "lumo_ha": 0.0372}

***

{"formula": "C2H2ClNO2", "method": "ωB97M-V with the def2-TZVPD basis set", "species": ["C", "C", "N", "O", "O", "Cl", "H", "H"], "positions_angstrom": [[-0.8576, 0.2552, -0.0778], [0.4988, -0.2844, 0.4365], [-0.8840, 0.7313, -1.2180], [1.3884, 0.4101, -0.4062], [0.9162, 0.2002, -1.6301], [-2.1832, 0.1008, 1.0136], [0.8336, -0.0070, 1.5463], [0.2878, -1.4061, 0.3356]], "forces_ev_per_angstrom": [[0.53, 0.39, 0.68], [0.33, 0.00, 2.11], [1.27, -0.80, -1.07], [0.43, -1.41, 1.40], [-2.85, 1.03, -0.22], [0.11, 0.20, -0.34], [-1.13, -0.60, -2.41], [1.30, 1.19, -0.15]], "mulliken_charge": [0.4848, -0.2162, -0.3033, -0.0994, -0.2591, -0.1268, 0.2931, 0.2268], "fmax_ev_per_a": 3.036, "multiplicity": 1, "orbital_gap_ev": [9.22, 9.20], "e_above_lowest_ev": 5.949, "total_energy_ha": -742.617930, "lumo_ha": [-0.0431, -0.0424]}

***

What is the formula in the first record? C2H2ClNO